Here is 2 unconnected molecules or ions with the total composition C19H33ClF10N2O5P2S3 from the Open Molecules 2025 dataset. Energies are from the ωB97M-V functional and the def2-TZVPD basis.

The calculation puts the molar mass at 753.1 g/mol. As for the frontier orbital gap: 7.59 eV. The SMILES is CCSCP(CCCCC(F)(F)C(F)(F)S(F)(F)(F)(F)F)(CCCCS(=O)(=O)Cl)(CC(=O)F)P(=N)(O)O.c1cc[nH]c1. Its total charge is 0.

Atoms and positions in Å:
1 C 6.260 1.195 1.853
2 C 5.185 0.730 2.898
3 S 3.784 1.927 3.003
4 C 2.294 1.062 2.368
5 P 1.617 1.686 0.684
6 C -0.050 0.952 1.139
7 C -0.087 -0.581 1.432
8 C -0.960 -1.399 0.387
9 C -2.233 -2.048 0.998
10 C -3.548 -1.837 0.214
11 F -4.006 -3.106 -0.091
12 F -3.388 -1.262 -0.996
13 C -4.719 -1.201 1.031
14 F -4.802 -1.665 2.267
15 F -5.865 -1.594 0.430
16 S -4.770 0.677 1.094
17 F -4.468 0.636 2.682
18 F -6.344 0.593 1.450
19 F -5.178 0.795 -0.441
20 F -3.205 0.832 0.803
21 F -4.867 2.262 1.192
22 C 2.998 0.746 -0.186
23 C 2.661 -0.751 -0.481
24 C 3.827 -1.357 -1.363
25 C 4.941 -1.838 -0.381
26 S 4.548 -3.467 0.359
27 O 5.706 -4.283 0.488
28 O 3.448 -4.032 -0.355
29 Cl 3.864 -3.087 2.295
30 C 1.807 3.507 1.167
31 C 3.053 4.193 0.600
32 O 3.166 5.328 0.732
33 F 4.031 3.538 -0.066
34 P 0.840 2.277 -1.368
35 N -0.493 3.134 -1.319
36 O 1.932 3.173 -2.234
37 O 0.499 0.971 -2.341
38 H 6.043 0.858 0.827
39 H 6.244 2.301 1.881
40 H 7.280 0.894 2.152
41 H 5.686 0.705 3.880
42 H 4.822 -0.296 2.697
43 H 2.601 0.004 2.241
44 H 1.527 1.104 3.165
45 H -0.362 1.476 2.067
46 H -0.850 1.169 0.410
47 H -0.589 -0.716 2.413
48 H 0.878 -1.098 1.515
49 H -1.125 -0.726 -0.469
50 H -0.315 -2.220 0.018
51 H -2.044 -3.131 1.094
52 H -2.395 -1.693 2.034
53 H 3.942 0.752 0.395
54 H 3.275 1.205 -1.159
55 H 2.735 -1.300 0.480
56 H 1.667 -0.925 -0.921
57 H 4.282 -0.531 -1.942
58 H 3.454 -2.173 -1.997
59 H 5.941 -1.854 -0.849
60 H 5.006 -1.145 0.483
61 H 1.687 3.651 2.256
62 H 0.958 4.072 0.734
63 H -0.785 3.257 -0.350
64 H 1.824 2.960 -3.179
65 H -0.473 0.900 -2.305
66 C -6.976 -2.170 -4.669
67 C -7.154 -0.761 -4.694
68 C -6.895 -0.295 -3.432
69 N -6.573 -1.367 -2.645
70 C -6.615 -2.512 -3.392
71 H -7.099 -2.853 -5.493
72 H -7.438 -0.160 -5.542
73 H -6.914 0.703 -3.026
74 H -6.340 -1.320 -1.668
75 H -6.386 -3.468 -2.951